# 1
Below is a molecular structure, C4H9NO, with properties calculated with ωB97M-V with the def2-TZVPD basis set.

XYZ file:
```
15
Properties=species:S:1:pos:R:3:forces:R:3
C 0.5038 -1.3998 -0.0271 0.30 -0.53 0.45
N 0.4605 -0.1645 0.7443 0.00 0.50 -0.40
C -0.8247 -0.0790 1.4121 0.71 0.31 0.56
C 0.7277 1.1023 0.0560 -1.51 -0.84 -0.01
C -0.0749 1.3580 -1.1240 2.46 0.17 -0.82
O -1.0603 0.5091 -1.7443 -0.43 0.02 0.86
H 0.6538 -2.2203 0.6950 0.01 -0.05 -0.12
H -0.4129 -1.6416 -0.5808 0.06 0.25 -0.18
H 1.3631 -1.4231 -0.7001 -0.05 0.17 -0.10
H -1.6620 0.0897 0.7231 -0.08 -0.21 0.00
H -0.7185 0.7827 2.0704 -0.42 0.03 0.15
H -0.9535 -0.9763 2.0282 -0.34 -0.09 -0.05
H 1.7807 1.3651 0.0102 -0.04 0.22 0.00
H 0.1305 0.3750 -1.9354 -0.34 0.17 -0.53
H 0.0867 2.3225 -1.6274 -0.33 -0.13 0.20
```
Forces are in eV/Å.

Summary:
HOMO (alpha / beta) = 0.15 / -2.50 eV
Molecular weight = 87.1 g mol⁻¹
Net charge = -1
Multiplicity = 2
Energy above the lowest of the compared OMol25 structures with the same formula, charge and spin = 3.478 eV
Strongest force on any atom = 2.597 eV/Å
HOMO-LUMO gap (alpha / beta) = 4.276 / 6.834 eV
E_tot = -7826.467 eV
<S²> = 0.7571

Results of the Löwdin charge analysis, in e, for atoms 1 through 4: C -0.1679; N -0.3035; C -0.1733; C -0.2598

---

# 2
Below is a molecular structure, C13H34N2O5Sr, with properties calculated with ωB97M-V with the def2-TZVPD basis set.

XYZ file:
```
55
Properties=species:S:1:pos:R:3:forces:R:3
Sr 0.2762 4.0662 -22.2764 -0.60 0.63 1.55
C 2.4686 6.6779 -23.9618 -2.12 0.61 -0.59
O 1.7990 5.4017 -24.0894 0.87 -3.85 0.29
C 2.1897 4.6631 -25.2943 0.04 -0.05 0.25
C 1.6695 3.1590 -25.3437 -1.63 2.86 0.77
N 1.8440 2.4562 -24.0853 0.34 -2.36 -3.61
C 1.2744 1.0331 -24.2130 -1.14 0.81 2.56
C -0.2764 1.0668 -24.2627 -0.36 0.08 0.28
O -0.8870 1.7708 -23.1293 1.92 0.55 -1.02
C -2.2828 1.4773 -22.9467 -0.22 -0.78 -0.28
H 1.7232 7.1857 -24.5738 0.83 1.60 0.13
H 3.4752 6.8011 -24.3613 -0.01 -0.59 0.17
H 2.3358 6.9440 -22.9132 0.39 0.21 -0.16
H 3.2727 4.5858 -25.3899 0.17 0.40 0.23
H 1.8092 5.3060 -26.0880 0.03 -0.71 -0.63
H 2.1886 2.5036 -26.0431 0.67 0.20 -0.53
H 0.6350 3.0881 -25.6796 -0.17 0.12 0.09
H 2.8486 2.4741 -23.9825 0.68 0.02 1.68
H 1.6628 0.4944 -23.3487 -0.23 -0.03 0.05
H 1.6550 0.5035 -25.0863 0.22 0.44 -0.43
H -0.6548 0.0468 -24.3300 0.18 -0.25 0.39
H -0.5988 1.4770 -25.2197 -0.13 0.48 0.04
H -2.8810 1.8430 -23.7813 0.09 -0.26 -0.19
H -2.7006 1.9329 -22.0489 0.62 0.13 0.15
H -2.2967 0.3924 -22.8428 -0.72 0.00 -0.07
C 3.9712 3.7988 -21.6394 0.07 -0.48 -1.19
O 2.6175 3.5074 -21.1778 1.53 -0.58 0.25
C 2.6618 2.4885 -20.1110 0.27 0.67 -0.25
C 1.4938 1.5899 -20.2363 -0.77 0.48 1.47
N 0.1708 2.2869 -20.2831 1.38 -1.00 -2.29
C -0.0343 3.1037 -19.1304 -1.36 0.14 -0.02
C -1.4778 3.6699 -19.1036 0.86 1.19 -0.22
O -1.8634 4.4245 -20.3487 1.13 -2.03 1.18
C -3.2355 4.7989 -20.4123 -0.84 1.06 -1.40
H 3.9308 4.5478 -22.4302 -0.22 0.26 0.30
H 4.3900 2.9059 -22.1036 -0.20 -0.43 -0.19
H 4.7758 4.0365 -20.9435 -0.78 0.46 0.82
H 2.7596 2.9885 -19.1474 -0.30 0.27 -0.06
H 3.5136 1.8087 -20.1338 0.50 0.42 -0.62
H 1.5088 1.1112 -19.2572 0.14 -0.95 -0.08
H 1.6754 0.8665 -21.0312 -0.56 0.03 -0.05
H -0.4673 1.5045 -20.2545 -0.62 0.11 -0.19
H 0.7114 3.8987 -19.1195 -0.18 0.07 0.17
H 0.0780 2.4571 -18.2602 0.01 0.43 0.62
H -1.3593 4.3623 -18.2702 -0.89 0.31 0.04
H -2.2247 2.9157 -18.8556 -0.02 0.01 -0.26
H -3.5205 4.8605 -21.4626 0.49 0.19 -0.43
H -3.3678 5.8201 -20.0547 -0.10 -0.24 0.55
H -4.0448 4.1350 -20.1085 0.69 -0.45 1.13
C 1.7967 6.4098 -19.6419 3.05 -0.45 -0.66
O 0.6912 6.0865 -20.4473 -1.16 0.19 0.06
H 2.0410 5.7216 -18.8327 -0.84 -0.05 0.34
H 2.6275 6.2390 -20.3266 0.50 0.26 0.12
H 1.9218 7.4395 -19.3071 -0.75 -0.01 -0.03
H 0.0214 6.7161 -20.1707 -0.73 -0.18 -0.25
```
Forces are in eV/Å.

Summary:
HOMO (alpha / beta) = -18.76 / -18.76 eV
Molecular weight = 386.0 g mol⁻¹
Net charge = +3
Multiplicity = 2
Strongest force on any atom = 4.325 eV/Å
HOMO-LUMO gap (alpha / beta) = 10.015 / 3.663 eV
E_tot = -28055.778 eV
<S²> = 0.7548

Results of the Löwdin charge analysis, in e, for atoms 1 through 4: Sr 1.6000; C -0.0148; O -0.3496; C -0.1025

---

# 3
Below is a single C5H5ClO2 molecule, with properties calculated with ωB97M-V with the def2-TZVPD basis set.

XYZ file:
```
13
Properties=species:S:1:pos:R:3:forces:R:3
C -0.6052 -1.3089 -0.0630 3.52 -2.64 -3.86
C 0.5990 -1.3908 -0.8080 -3.32 1.91 2.31
C 0.7438 0.5192 0.3191 0.33 1.97 0.24
C -0.6182 -0.1733 0.7760 -0.62 3.89 -0.23
C 0.1625 1.7877 -0.2760 -1.71 2.06 -0.93
H 0.9575 -2.1243 -1.4270 0.39 -1.86 -1.41
H 1.4040 0.9348 1.1757 -0.59 -1.52 -1.39
H -1.4893 0.6934 0.5052 1.94 -3.01 1.39
H -0.5368 -0.4492 1.8088 -0.53 0.20 0.74
H 0.3461 1.7081 -1.5651 -0.73 1.06 3.33
O 1.4605 -0.2914 -0.7792 -2.69 0.36 3.30
O -0.5429 2.5899 0.4127 3.42 -2.78 -3.49
Cl -1.8810 -2.4952 -0.0793 0.60 0.36 0.02
```
Forces are in eV/Å.

Summary:
HOMO = -8.75 eV
Molecular weight = 132.5 g mol⁻¹
Energy above the lowest of the compared OMol25 structures with the same formula, charge and spin = 3.342 eV
Strongest force on any atom = 5.855 eV/Å
HOMO-LUMO gap = 8.999 eV
E_tot = -21879.706 eV

Results of the Löwdin charge analysis, in e, for atoms 1 through 4: C -0.6946; C -0.0874; C -0.2023; C -0.1776

---

# 4
Below is 2 unconnected molecules or ions with the total composition C4H12NS2, with properties calculated with ωB97M-V with the def2-TZVPD basis set.

XYZ file:
```
19
Properties=species:S:1:pos:R:3:forces:R:3
C -0.3685 1.3412 -0.4346 -4.17 -1.05 -1.09
C -2.2547 -0.2842 0.2205 -2.39 -1.98 -2.46
C -0.3957 -1.1661 -1.0460 0.50 0.12 -1.32
C -0.7877 -0.1535 -0.0338 0.79 1.28 -1.10
N 0.0166 -0.2835 1.3003 -0.29 0.35 0.77
S 4.5875 -0.6180 -0.4802 -1.90 -1.72 1.15
S 3.3715 0.6330 0.4427 0.21 0.00 -0.18
H -0.7926 2.0215 0.3431 0.96 -0.28 -0.44
H -1.0214 1.6134 -1.3867 1.72 -0.61 1.75
H 0.6715 1.3395 -0.6228 1.04 0.63 -0.17
H -2.7637 0.4388 0.7700 -0.27 1.69 1.31
H -2.5156 -1.2495 0.6923 0.26 0.23 -0.26
H -2.9325 -0.2747 -0.7988 2.18 -0.12 2.20
H 0.2953 -0.7720 -1.9095 -1.52 -1.41 1.70
H -1.0717 -2.0802 -1.0559 1.44 1.13 -0.49
H -0.4672 0.4330 1.8159 0.46 1.04 0.56
H 1.0254 -0.0867 1.2082 -0.11 0.33 -0.38
H -0.0212 -1.0202 1.9953 -0.46 -1.36 -0.64
H 5.4246 0.1682 -1.0200 1.54 1.74 -0.92
```
Forces are in eV/Å.

Summary:
HOMO (alpha / beta) = -12.90 / -12.47 eV
Molecular weight = 138.3 g mol⁻¹
Net charge = +1
Energy above the lowest of the compared OMol25 structures with the same formula, charge and spin = 3.690 eV
Strongest force on any atom = 4.432 eV/Å
HOMO-LUMO gap (alpha / beta) = 7.566 / 8.101 eV
E_tot = -27493.293 eV

Results of the Löwdin charge analysis, in e, for atoms 1 through 4: C -0.0192; C -0.0689; C 0.1061; C -0.6050

---

# 5
Below is 2 unconnected molecules or ions with the total composition C12H19NOP, with properties calculated with ωB97M-V with the def2-TZVPD basis set.

XYZ file:
```
34
Properties=species:S:1:pos:R:3:forces:R:3
C -0.7105 -1.5555 4.1501 1.06 0.42 -1.26
C -1.0854 -2.4121 3.1391 1.07 0.41 0.21
C 0.1230 -0.4715 3.8176 0.01 0.72 0.33
C -0.6301 -2.0785 1.8101 -0.76 -0.16 2.62
C 0.6546 -0.2246 2.5801 -1.62 -1.63 -1.50
C 0.2076 -1.0528 1.4721 1.28 1.72 1.82
C -1.9825 1.5772 -0.2109 1.44 -2.29 2.48
C -0.8169 2.4176 -0.6924 -0.38 0.86 -1.57
C -2.1037 0.4689 -1.2175 -0.55 -0.33 -0.26
C -0.3313 1.6534 -1.9404 -0.39 -0.55 1.27
C 0.6789 2.1114 -2.8766 2.94 0.74 2.25
C 1.9435 -2.5282 0.1300 0.90 1.47 1.73
N -0.9201 0.4835 -2.0336 0.93 3.20 -0.85
O 2.1686 0.2512 0.0102 -1.66 -0.06 -2.07
P 1.0406 -0.9346 -0.1723 0.18 -1.28 1.17
H -0.8530 -1.8058 5.1676 -0.54 0.03 0.88
H -1.5198 -3.3708 3.5192 0.01 0.86 -1.36
H 0.3999 0.3004 4.5093 0.05 -0.22 0.96
H -0.9258 -2.7596 1.1198 -0.76 -1.89 -2.43
H 1.3572 0.5728 2.4918 0.27 0.47 -0.32
H -1.9047 1.1114 0.8387 0.43 0.92 -1.47
H -2.9052 2.0402 -0.2171 -1.63 1.54 0.14
H -1.2192 3.4371 -1.0292 1.03 -1.17 0.50
H 0.0258 2.5209 0.0085 -0.28 0.16 -0.30
H -2.2742 -0.4939 -0.8551 -0.20 -1.54 0.90
H -2.9269 0.7311 -1.8293 -0.89 -0.13 -1.04
H 0.3259 2.3630 -3.7855 -1.88 0.96 -3.10
H 1.3781 1.3539 -3.1156 0.62 -1.43 -0.06
H 1.3917 2.9460 -2.6173 -1.34 -0.58 0.54
H 1.3110 -3.3763 0.1010 -1.01 -0.68 0.08
H 2.6043 -2.6350 -0.6774 1.33 -0.28 -1.03
H 2.5028 -2.5290 1.1324 -0.76 0.09 -1.46
H 2.7475 0.4016 0.7203 1.09 -0.25 1.79
H -0.7538 -0.1220 -2.8357 -0.03 -0.08 0.41
```
Forces are in eV/Å.

Summary:
HOMO = -11.59 eV
Molecular weight = 224.3 g mol⁻¹
Net charge = +1
Energy above the lowest of the compared OMol25 structures with the same formula, charge and spin = 0.000 eV
Strongest force on any atom = 3.777 eV/Å
HOMO-LUMO gap = 7.830 eV
E_tot = -25571.208 eV

Results of the Löwdin charge analysis, in e, for atoms 1 through 4: C -0.0769; C -0.0443; C -0.0899; C -0.1197

---

The lowest E_tot belongs to which entry? C13H34N2O5Sr